No. 1
Here is a cluster of 2 separate species, C9H17N2O2 in total at a distorted geometry from the OMol25 dataset. Energies are from wB97M-V/def2-TZVPD.

CARTESIAN COORDINATES (ANGSTROEM)
O 2.212 -1.018 -1.212
C 0.910 -1.657 -1.210
C -0.170 -0.963 -2.182
N -1.527 -1.397 -1.656
C -2.028 -2.701 -2.052
C -3.369 -2.702 -1.294
N -3.475 -1.454 -0.560
C -2.324 -0.619 -0.764
H 2.612 -1.249 -0.335
H 0.944 -2.789 -1.423
H 0.495 -1.553 -0.134
H -0.177 0.179 -2.121
H -0.112 -1.301 -3.269
H -1.559 -3.476 -2.736
H -4.134 -3.553 -1.344
H -4.253 -1.154 0.057
H -2.045 0.413 -0.378
C 1.847 2.453 2.621
C 2.302 1.633 1.434
C 0.985 1.140 0.868
O 0.004 2.142 1.165
C 0.565 3.074 2.103
H 2.577 3.195 2.948
H 1.628 1.792 3.466
H 2.802 2.280 0.706
H 2.984 0.822 1.695
H 0.669 0.207 1.351
H 1.028 0.976 -0.211
H 0.764 4.008 1.569
H -0.156 3.274 2.898

Charge ... +1
LUMO ... -3.6618 eV
HOMO-LUMO gap ... 8.55 eV
Maximum force ... 0.140 Eh/bohr
Energy relative to the best compared isomer or geometry (same formula, charge and spin) ... 3.008 eV
Energy ... -612.78255 Eh

***

No. 2
Here is a structure of composition C32H37FGaGeN2O2 from the OMol25 dataset. Energies are from wB97M-V/def2-TZVPD.

CARTESIAN COORDINATES (ANGSTROEM)
Ga -1.270 -0.525 0.251
C 3.396 2.549 -0.882
C 3.636 1.283 -0.035
C 5.060 1.298 0.528
C 3.350 0.100 -0.937
C 4.187 -0.131 -2.000
C 3.769 -0.899 -3.083
C 2.462 -1.396 -3.184
C 1.566 -1.232 -2.165
C 0.193 -1.842 -2.282
C -0.525 -1.348 -3.538
C 0.260 -3.371 -2.219
C 2.053 -0.613 -0.927
N 1.316 -0.819 0.146
C 1.896 -0.909 1.383
C 3.212 -1.382 1.591
C 3.719 -1.495 2.867
C 2.931 -1.154 3.963
C 1.608 -0.737 3.802
C 1.117 -0.662 2.532
F -0.173 -0.299 2.334
H 3.482 3.432 -0.248
H 2.408 2.552 -1.348
H 4.140 2.636 -1.673
H 2.931 1.295 0.794
H 5.806 1.370 -0.262
H 5.278 0.414 1.124
H 5.184 2.174 1.163
H 5.152 0.355 -2.045
H 4.455 -1.061 -3.907
H 2.175 -1.932 -4.079
H -0.386 -1.521 -1.412
H -0.035 -1.704 -4.444
H -0.561 -0.259 -3.582
H -1.546 -1.729 -3.549
H 0.832 -3.767 -3.058
H -0.747 -3.785 -2.286
H 0.727 -3.717 -1.296
H 3.782 -1.733 0.740
H 4.718 -1.879 3.021
H 3.333 -1.250 4.963
H 0.977 -0.494 4.646
N -4.125 -4.619 -0.066
C -3.000 -4.181 0.827
C -2.468 -2.859 0.292
O -2.912 -2.400 -0.755
O -1.561 -2.287 1.007
H -5.033 -4.577 0.402
H -4.006 -5.571 -0.417
H -4.144 -3.961 -0.866
H -2.212 -4.931 0.821
H -3.358 -4.066 1.847
Ge -1.665 2.095 -0.131
C -3.400 2.204 -0.894
C -3.533 1.959 -2.264
C -4.771 2.087 -2.871
C -5.875 2.461 -2.114
C -5.748 2.711 -0.754
C -4.513 2.582 -0.139
C -1.175 2.598 1.646
C 0.118 3.086 1.850
C 0.531 3.454 3.122
C -0.343 3.330 4.194
C -1.629 2.841 3.999
C -2.048 2.475 2.730
H -0.502 2.187 -1.125
H -2.670 1.690 -2.864
H -4.875 1.913 -3.933
H -6.840 2.573 -2.592
H -6.608 3.019 -0.176
H -4.423 2.807 0.917
H 0.791 3.211 1.012
H 1.522 3.861 3.275
H -0.027 3.632 5.185
H -2.311 2.760 4.836
H -3.054 2.098 2.595

Charge ... +3
LUMO ... -11.0500 eV
HOMO-LUMO gap ... 5.15 eV
Maximum force ... 0.006 Eh/bohr
Energy relative to the best compared isomer or geometry (same formula, charge and spin) ... 1.462 eV
Energy ... -5602.19236 Eh

***

No. 3
Here is a structure of composition C14H28ClINOP2Ti at a distorted geometry from the OMol25 dataset. Energies are from wB97M-V/def2-TZVPD.

CARTESIAN COORDINATES (ANGSTROEM)
C 3.371 -5.222 0.260
C 2.546 -4.531 1.212
H 3.819 -6.128 0.750
H 4.175 -4.527 -0.069
H 2.723 -5.534 -0.588
O 1.902 -3.894 1.920
I 2.238 -1.556 -2.798
Ti 0.775 -0.632 -1.028
P -1.630 -1.655 -0.950
C -2.957 -1.526 0.314
C -2.583 -0.946 -2.355
H -3.435 -1.607 -2.582
H -2.682 -3.746 -1.625
H -1.937 -0.849 -3.234
H -0.936 -3.696 -2.058
H -3.218 -0.480 0.533
H -2.964 0.048 -2.072
C -1.675 -3.449 -1.284
H -3.863 -2.024 -0.082
H -1.428 -3.998 -0.362
H -2.664 -2.017 1.256
P 2.259 0.973 0.398
C 1.920 1.842 1.981
C 3.937 0.329 0.729
H 2.718 2.162 -1.675
H 3.534 2.932 -0.265
H 1.779 3.181 -0.531
C 2.606 2.460 -0.626
H 4.288 -0.225 -0.150
H 4.622 1.167 0.939
H 2.763 2.527 2.187
H 1.825 1.134 2.818
H 3.916 -0.347 1.597
H 0.999 2.440 1.928
Cl 0.324 0.666 -2.990
C -3.362 4.563 0.755
C -2.438 3.403 0.465
C -2.129 2.366 1.372
C -1.276 1.320 1.005
N -0.714 1.213 -0.231
C -1.026 2.232 -1.051
C -1.835 3.310 -0.789
H -4.408 4.254 0.861
H -3.099 5.104 1.668
H -3.332 5.287 -0.070
H -2.539 2.341 2.397
H -1.001 0.508 1.695
H -0.599 2.160 -2.062
H -1.957 4.035 -1.614

Charge ... +3
LUMO (spin up / spin down) ... -10.9682 / -10.9678 eV
HOMO-LUMO gap (spin up / spin down) ... 6.82 / 6.82 eV
Maximum force ... 0.087 Eh/bohr
Energy relative to the best compared isomer or geometry (same formula, charge and spin) ... 1.550 eV
Energy ... -2969.31539 Eh

***

No. 4
Here is a structure of composition C36H28BrCl2HfN2O7S4 at a distorted geometry from the OMol25 dataset. Energies are from wB97M-V/def2-TZVPD.

CARTESIAN COORDINATES (ANGSTROEM)
Hf 0.785 -0.602 0.115
O -0.023 -0.661 -3.786
C -0.766 0.436 -4.033
C -1.688 0.418 -5.100
C -2.424 1.508 -5.429
C -2.347 2.639 -4.661
C -1.599 2.626 -3.505
C -0.734 1.547 -3.178
C 0.169 1.553 -1.922
O 0.868 0.348 -1.752
N -0.729 1.770 -0.747
N -0.264 1.468 0.477
C -0.371 2.294 1.510
C -0.323 1.943 2.869
Br -1.142 0.342 3.430
C 0.269 2.821 3.792
C 0.879 4.100 3.521
C 1.531 4.499 2.290
C 2.039 5.781 2.152
C 1.793 6.788 3.097
C 1.155 6.426 4.294
C 0.802 5.128 4.573
H 0.489 -0.385 -2.893
H -1.892 -0.549 -5.580
H -3.044 1.529 -6.345
H -2.935 3.512 -4.911
H -1.663 3.496 -2.837
H 0.882 2.401 -1.904
H -1.496 2.458 -0.726
H -0.611 3.334 1.195
H 0.300 2.525 4.821
H 1.763 3.753 1.543
H 2.474 6.032 1.222
H 2.025 7.841 2.930
H 1.064 7.138 5.073
H 0.295 4.870 5.459
O 6.137 -1.454 -4.906
C 5.359 -0.875 -4.199
S 3.848 -1.644 -3.519
C 3.828 -0.600 -2.127
C 4.485 0.778 -2.280
S 4.325 2.069 -1.313
S 5.574 0.819 -3.670
S 3.441 -1.420 -0.741
Cl 3.848 -0.994 6.752
C 3.585 -0.745 5.114
C 4.089 0.395 4.452
C 3.673 0.766 3.172
Cl 4.380 2.143 2.512
C 2.732 -0.101 2.487
O 2.086 0.306 1.427
C 2.370 -1.392 3.100
C 1.502 -2.321 2.584
O 0.912 -2.187 1.445
C 2.764 -1.616 4.434
H 4.927 0.967 4.952
H 1.307 -3.216 3.194
H 2.459 -2.546 4.944
C -5.671 -5.698 -1.543
C -4.416 -4.928 -1.257
C -4.307 -4.322 0.017
C -3.293 -3.353 0.179
C -3.400 -2.528 1.441
C -2.283 -3.165 -0.841
C -2.352 -3.865 -2.053
C -1.284 -3.868 -3.111
C -3.464 -4.690 -2.250
C -1.168 -2.162 -0.567
O -1.310 -1.219 0.302
O -0.027 -2.261 -1.174
H -5.566 -6.779 -1.437
H -6.132 -5.602 -2.493
H -6.358 -5.409 -0.742
H -5.028 -4.665 0.754
H -4.386 -2.736 1.890
H -3.457 -1.424 1.215
H -2.543 -2.707 2.137
H -0.290 -4.098 -2.666
H -1.256 -2.867 -3.620
H -1.540 -4.693 -3.835
H -3.628 -5.219 -3.219

Charge ... -1
LUMO (spin up / spin down) ... 0.6921 / 0.6900 eV
HOMO-LUMO gap (spin up / spin down) ... 2.87 / 2.86 eV
Maximum force ... 0.115 Eh/bohr
Energy relative to the best compared isomer or geometry (same formula, charge and spin) ... 1.987 eV
Energy ... -7160.14434 Eh

***

No. 5
Here is an isolated molecule of C5H9N3O2 at a distorted geometry from the OMol25 dataset. Energies are from wB97M-V/def2-TZVPD.

CARTESIAN COORDINATES (ANGSTROEM)
C 0.757 -1.120 1.468
C -0.102 -1.625 -0.610
C 0.453 0.635 -0.084
C -0.088 1.743 0.678
C -1.740 0.077 -0.830
N 0.215 -1.897 0.736
N -0.346 -0.226 -0.844
N 1.812 0.495 -0.325
O 2.659 1.158 0.217
O 2.207 -0.429 -1.108
H 1.137 -1.142 2.541
H 0.931 -1.773 -0.981
H -0.873 -2.307 -1.019
H -0.842 2.451 0.053
H 0.683 2.303 1.168
H -0.671 1.401 1.454
H -2.077 -0.349 0.157
H -1.909 1.078 -1.008
H -2.205 -0.473 -1.663

Charge ... 0
LUMO (spin up / spin down) ... -0.4831 / -0.4865 eV
HOMO-LUMO gap (spin up / spin down) ... 7.65 / 7.65 eV
Maximum force ... 0.076 Eh/bohr
Energy relative to the best compared isomer or geometry (same formula, charge and spin) ... 7.276 eV
Energy ... -510.42256 Eh

***

No. 6
Here is a structure of composition C16H38ClO3RuSSiY at a distorted geometry from the OMol25 dataset. Energies are from wB97M-V/def2-TZVPD.

CARTESIAN COORDINATES (ANGSTROEM)
Y 0.213 -0.449 -2.878
Cl -0.364 1.844 -3.653
C -1.831 -1.156 -2.311
H -1.901 -1.975 -1.586
H -2.146 -1.594 -3.288
H -2.624 -0.450 -2.047
Ru 0.421 -0.131 -6.315
C -1.413 0.432 -6.981
C 2.125 0.963 -6.385
C 0.829 -1.456 -7.508
H 2.867 0.566 -5.673
H 2.554 0.938 -7.404
H 1.892 2.005 -6.110
H -2.192 -0.210 -6.535
H -1.597 1.474 -6.670
H -1.465 0.353 -8.083
H 0.167 -2.075 -8.151
H 1.814 -1.831 -7.860
C 1.387 3.674 1.795
C 1.656 2.199 2.064
C 2.936 1.779 1.343
C 1.799 2.000 3.568
O 0.527 1.435 1.566
Si 0.206 -0.115 1.074
S 1.378 -0.709 -0.519
O 0.331 -0.983 2.491
C 0.803 -2.244 3.045
C 1.185 -3.212 1.930
C 2.006 -1.968 3.941
C -0.279 -2.880 3.915
O -1.387 -0.110 0.599
C -2.512 0.316 1.416
C -3.726 0.296 0.502
C -2.704 -0.664 2.568
C -2.283 1.732 1.939
H 2.250 4.255 2.146
H 0.505 4.031 2.338
H 1.262 3.875 0.725
H 3.760 2.432 1.682
H 3.197 0.738 1.590
H 2.825 1.880 0.252
H 0.879 2.307 4.084
H 2.016 0.949 3.791
H 2.628 2.615 3.953
H 2.024 -2.814 1.339
H 1.499 -4.162 2.397
H 0.324 -3.417 1.274
H 1.732 -1.304 4.773
H 2.363 -2.916 4.373
H 2.830 -1.531 3.364
H -0.566 -2.227 4.750
H -1.167 -3.153 3.333
H 0.121 -3.808 4.352
H -3.900 -0.703 0.089
H -4.607 0.573 1.089
H -3.624 1.027 -0.307
H -1.884 -0.560 3.294
H -3.642 -0.437 3.098
H -2.764 -1.700 2.193
H -1.479 1.745 2.691
H -2.055 2.416 1.105
H -3.199 2.093 2.437

Charge ... 0
Spin multiplicity ... 5
Expectation value of S² ... 6.0117
LUMO (spin up / spin down) ... -0.9031 / -2.8792 eV
HOMO-LUMO gap (spin up / spin down) ... 6.89 / 6.02 eV
Maximum force ... 0.067 Eh/bohr
Energy relative to the best compared isomer or geometry (same formula, charge and spin) ... 0.069 eV
Energy ... -2139.23367 Eh

***

No. 7
Here is a structure of composition C23H27FeOSi at a distorted geometry from the OMol25 dataset. Energies are from wB97M-V/def2-TZVPD.

CARTESIAN COORDINATES (ANGSTROEM)
C 0.409 -1.469 1.608
C -0.955 -1.956 1.062
C -0.820 -2.208 -0.270
H -1.857 -1.752 1.715
C 0.599 -2.183 -0.620
C 1.334 -1.830 0.475
H 2.459 -1.775 0.599
H 0.790 -1.576 2.719
H -1.660 -2.464 -0.938
H 0.987 -2.439 -1.638
C -0.978 2.117 0.239
C -0.710 1.725 1.573
C 0.793 1.376 1.636
H -1.434 1.551 2.411
C 1.296 1.839 0.316
C 0.232 2.247 -0.492
H 0.294 2.625 -1.528
H -2.006 2.374 -0.082
H 1.519 1.309 2.525
H 2.396 1.897 0.091
Fe 0.006 -0.005 -0.050
O -0.299 -0.136 -3.952
C -1.437 -0.893 -4.425
C -0.098 -0.901 -5.182
H -1.687 -1.818 -3.834
H -2.278 -0.318 -4.910
H 0.519 -1.842 -5.060
H 0.807 -1.935 -7.487
C 0.552 -0.875 -7.602
C 0.058 -0.199 -6.458
C -0.279 1.176 -6.555
H -0.631 1.718 -5.668
C -0.120 1.838 -7.778
H -0.370 2.900 -7.849
C 0.359 1.153 -8.904
H 0.479 1.674 -9.861
C 0.693 -0.209 -8.805
H 1.071 -0.751 -9.668
C 1.541 -0.889 5.799
Si -0.007 -0.002 5.205
C -1.541 -0.890 5.801
C 0.000 1.779 5.795
C -0.077 -0.058 3.399
C 0.053 0.072 1.937
H 1.539 -0.887 6.881
H 2.422 -0.372 5.428
H 1.535 -1.911 5.430
H -1.538 -0.888 6.881
H -2.421 -0.373 5.428
H -1.533 -1.911 5.429
H 0.888 2.285 5.425
H -0.888 2.285 5.426
H 0.000 1.779 6.878

Charge ... -1
Spin multiplicity ... 5
Expectation value of S² ... 6.3191
LUMO (spin up / spin down) ... 2.4046 / 2.4054 eV
HOMO-LUMO gap (spin up / spin down) ... 3.69 / 3.70 eV
Maximum force ... 0.062 Eh/bohr
Energy ... -2520.64580 Eh